A structure of composition C25H25FeO2 at a distorted geometry, computed with ωB97M-V/def2-TZVPD.

```
53
Properties=species:S:1:pos:R:3:mulliken_charge:R:1
Fe 0.49378 -0.00589 2.48158 0.43
O 2.35005 -1.61072 4.22514 -0.38
O 0.35106 -2.55775 0.85567 -0.30
C -8.37561 -0.81527 3.94991 -0.52
C -7.33210 1.68572 3.25939 -0.54
C 1.68998 -0.85509 3.64311 0.19
C -4.34661 1.09651 -0.21840 -0.84
C 1.62068 1.59181 2.87541 -0.70
C -8.84838 0.33427 4.59772 1.10
C -5.35609 2.91290 1.03417 -0.26
C -3.91615 3.38332 -0.86593 1.27
C -5.68475 0.48818 1.72602 -1.21
C 0.36754 -1.48506 1.29681 0.10
C -3.25167 4.36653 -1.77787 -1.44
C -2.16399 -0.85463 2.81791 0.06
C 1.77246 1.15135 1.51118 -0.54
C 0.23740 1.91000 3.08788 -0.91
C -8.34095 1.58071 4.20934 -1.03
C 0.47344 1.21247 0.88428 -1.01
C -3.08221 0.11979 2.96965 -0.88
C -6.78310 0.52703 2.64263 1.20
C -3.74307 2.00667 -1.06537 -0.67
C -5.16964 1.51448 0.87258 1.61
C -0.46456 1.68251 1.85256 -0.22
C -0.89191 -0.87049 3.56922 -1.47
C -9.88612 0.22474 5.66917 -1.37
C -4.74047 3.81748 0.17898 -1.21
C -7.37556 -0.72585 3.00057 -0.80
H -7.00010 -1.62589 2.50983 0.31
H -5.95665 3.30515 1.84370 0.24
H -8.76077 2.48009 4.66293 0.24
H -9.50794 -0.40639 6.48308 0.30
H -10.11843 1.21373 6.07332 0.35
H 2.70733 0.89744 1.01738 0.48
H -2.16796 4.19151 -1.78206 0.31
H -0.51382 -1.88762 3.75196 0.56
H -0.18735 2.32355 3.99897 0.52
H 2.42262 1.75482 3.58402 0.57
H -3.14298 1.65765 -1.90899 0.34
H -3.59590 4.28750 -2.81978 0.30
H -6.95208 2.67209 3.02869 0.40
H -4.90820 4.88956 0.30513 0.24
H -4.10473 -0.03558 2.68150 0.39
H -2.82938 1.01756 3.53726 0.28
H -4.18517 0.02714 -0.36185 0.28
H -5.41111 -0.53313 1.42855 0.27
H -1.51238 1.90025 1.66329 0.69
H -8.81653 -1.78546 4.19562 0.34
H 0.26124 1.01637 -0.16079 0.56
H -10.82172 -0.23073 5.31623 0.30
H -0.93375 -0.27103 4.48909 0.39
H -3.44276 5.38847 -1.43521 0.35
H -2.36081 -1.73482 2.19140 0.33
```

E_tot = -64807.573 eV
Net charge = -1
Molecular weight = 413.3 g/mol
Max |F| = 0.099 Eh/bohr
Multiplicity = 5



A cluster of 16 separate species, C64H128O16 in total at a distorted geometry, computed with ωB97M-V/def2-TZVPD.

```
208
Properties=species:S:1:pos:R:3:mulliken_charge:R:1
O 3.75778 -4.41985 -1.02916 -0.07
O 2.75776 5.43717 -2.43360 -0.55
O -0.53073 0.98814 -0.83099 1.13
O 5.38203 2.24583 -0.29187 -0.54
O -3.06150 -1.46786 0.96001 -0.25
O 0.88262 -3.66553 2.73227 -0.16
O 4.45408 2.06661 3.91814 -0.56
O -1.44264 -4.81479 -2.29927 -0.52
O -3.81494 4.00891 -1.51772 -0.39
O -2.23239 2.54489 2.98146 -0.46
O 1.24812 2.69749 -6.10335 -0.57
O -2.57183 0.08455 -4.57667 -0.47
O -8.52342 3.74026 0.28474 -0.44
O 2.16984 -1.53940 -3.19170 0.65
O 1.06924 0.81414 5.73629 -0.10
O -2.27897 -5.04867 3.48929 -0.37
C 0.59537 0.38049 -1.45402 0.12
C -0.55870 0.62418 0.57035 1.15
C 0.76056 -2.88413 3.86220 -0.17
C 3.05724 4.43445 -1.50148 -0.40
C 0.96017 -0.06371 7.88215 -0.60
C -3.95777 4.66831 -2.76071 -0.89
C -2.74581 2.99145 -1.61478 1.86
C -0.20425 -4.01680 -0.49190 2.46
C 1.38657 5.34493 -2.63170 -0.07
C -1.63265 -5.96710 5.57684 -0.43
C -0.46024 0.10028 7.44660 -0.65
C 3.93384 2.94534 2.95924 -0.08
C 1.88129 4.31688 -0.54279 1.23
C 6.02398 -3.66719 -1.31280 -0.71
C 2.44292 -3.15624 -4.89393 -0.87
C 4.43245 -5.40037 -1.81993 -0.52
C 0.74027 5.03952 -1.30254 0.47
C 1.20357 -0.58260 -0.44775 2.29
C -2.99321 -0.78454 -2.42857 1.51
C 2.45247 -1.76440 -5.50858 -0.68
C 5.94406 -5.16352 -1.62977 -0.67
C 4.48835 1.11056 -0.03438 1.08
C -0.32215 0.64590 5.96433 0.44
C -0.65343 3.99055 -6.83841 -0.32
C -3.63547 -0.06818 -3.58053 -1.01
C 2.17729 -3.71337 2.26636 -0.21
C 0.35172 -5.41744 -0.90929 -0.55
C 2.70002 -0.84729 -4.34059 -0.04
C -7.26194 4.40249 0.54159 -0.57
C 4.65150 0.24133 -1.26848 1.18
C 4.56752 -3.19085 -1.14126 0.68
C 1.85034 -2.90027 -3.50977 0.35
C 5.09807 1.15073 -2.38955 -0.81
C -1.01282 2.51324 -6.63796 -0.65
C 0.05047 1.98799 -5.70005 1.53
C 0.85668 4.07720 -6.43405 -0.31
C 2.11428 -2.26036 4.12120 0.11
C -1.11125 3.22381 3.59503 0.58
C 1.66370 0.94813 7.02650 -0.60
C 2.52129 1.08633 2.97947 0.81
C -1.14159 -6.81475 4.40195 -0.81
C -2.66181 -5.10774 4.86704 -0.42
C 5.90915 2.20674 -1.62425 -0.95
C 2.48148 2.56906 2.88871 0.41
C -2.62934 3.24395 1.79806 1.09
C -3.18229 -0.69981 3.07342 0.22
C -1.60063 -4.23140 -1.02132 -0.23
C -1.16974 -5.82058 3.24972 0.92
C -7.10082 1.95669 0.57173 -0.32
C -6.26340 3.28966 0.73523 1.33
C -1.45350 4.16979 1.39440 0.76
C 2.85684 -2.47457 2.80385 0.75
C 0.12017 -0.71612 0.60511 1.98
C -0.85882 4.49815 2.77692 -1.14
C 3.78776 0.82693 3.79775 -1.01
C -0.22112 -5.56988 -2.29280 -0.34
C -1.98416 -1.73945 -3.15179 0.14
C -2.23598 3.04624 -3.03841 2.22
C -8.23426 2.44816 -0.25950 -0.59
C -4.36661 -0.11292 2.42610 -0.66
C -4.06401 -0.46152 0.96737 0.89
C -2.96390 -1.98747 2.25585 0.57
C -3.32706 3.75639 -3.78394 -0.76
C -1.72123 -1.02461 -4.49920 0.12
H -1.23630 4.58973 -6.14233 0.06
H 4.39040 2.77400 1.95671 -0.12
H 0.31164 0.91236 -5.70927 -0.26
H 1.16610 4.50950 -3.33501 -0.20
H -4.00372 0.91555 -3.34373 0.13
H 0.38819 -3.41220 4.73014 0.45
H -1.79077 -1.67926 -5.34460 0.50
H -0.66897 -0.07458 5.20846 -0.29
H -0.94334 -0.85294 7.43847 0.30
H -2.87460 4.23007 -4.65385 0.16
H -0.93649 2.01907 -7.58109 0.56
H -6.51459 1.21074 0.11889 0.14
H -1.03115 0.84057 8.05142 0.35
H 1.60911 0.70926 3.38749 0.33
H -5.78878 3.36761 1.72952 0.02
H -2.45885 -0.15980 -1.71443 -1.12
H 0.95219 6.26130 -3.08468 0.45
H -1.58618 0.54338 0.90892 -0.87
H -2.45810 -2.70635 -3.20751 0.68
H -2.05669 2.05713 -3.46480 -0.98
H -4.94433 -0.87512 0.42162 0.61
H 4.15499 -6.39164 -1.47596 0.43
H 2.69921 0.66134 2.01436 -0.46
H 0.57403 -0.87543 1.58740 -1.50
H -3.67365 -5.50100 4.92688 0.37
H -7.48847 1.62695 1.53338 0.28
H 1.45975 1.96447 7.44142 0.32
H 1.31955 -1.05560 7.58934 0.22
H -2.01583 -6.56965 6.43201 0.38
H -0.96201 1.53051 5.82887 -0.02
H -0.08781 -6.12216 -0.20637 0.50
H 1.93361 2.96932 2.03757 -0.83
H 2.71875 -4.61298 2.63440 0.24
H -1.29414 3.60206 -3.05988 -0.60
H -0.13797 -3.92213 0.58944 -0.77
H 1.53764 4.44989 -7.17624 0.36
H 3.97143 -2.58329 3.00462 0.66
H -6.98615 4.94992 -0.35927 0.22
H -2.70461 -4.12561 5.33140 0.19
H 2.20424 0.14008 -4.43759 -0.02
H 3.78648 -0.73123 -4.22341 -0.03
H 2.20913 -3.63202 -2.76725 -0.58
H 4.27720 -2.55986 -0.28387 0.10
H 1.33071 1.12108 -1.75940 0.18
H -4.07616 3.08796 -4.16082 0.34
H 2.09298 -0.07173 -0.06572 -1.16
H 4.02853 4.51813 -1.01914 0.47
H -2.84698 2.50461 1.03567 -0.57
H -0.82827 -5.29232 5.95560 0.09
H 0.77647 -3.01329 -3.42761 -0.20
H 3.81381 -0.38379 -1.53469 -0.63
H 6.52170 -5.43485 -2.49857 0.29
H 6.49861 -3.09273 -2.11480 0.36
H -1.76803 5.09137 0.87391 0.60
H -5.47415 3.35144 -0.03142 -0.90
H -0.14339 4.42266 -1.37672 -0.85
H 6.22331 -5.78490 -0.75412 0.25
H -8.06859 2.45512 -1.34409 0.26
H -7.43351 5.14224 1.33080 0.31
H -3.49518 5.64814 -2.73730 0.31
H 1.56961 3.32507 -0.21085 -1.08
H 6.57369 -3.46146 -0.42373 0.33
H -4.36023 0.95298 2.71317 0.05
H -1.93437 3.20364 -0.88710 -1.44
H -0.86365 4.30228 -7.89223 0.33
H -3.75897 0.39427 0.36308 -1.07
H 3.48752 1.53077 0.05348 -0.69
H -9.12385 1.80489 -0.11400 0.37
H 0.47711 5.92899 -0.70069 0.34
H -1.23543 -6.31036 2.26854 0.11
H 3.46479 -3.56243 -4.85129 0.33
H -0.17262 2.30739 -4.69893 -0.73
H 0.99858 4.77145 -5.61331 0.02
H -3.42835 -0.95579 4.14411 0.58
H 2.25988 -3.74422 1.16088 -0.29
H 5.87067 3.18254 -2.10872 0.40
H 3.23091 -1.65420 -6.28443 0.56
H 1.53540 -1.59686 -6.04112 0.22
H -0.65158 3.73913 0.76244 -1.05
H -4.50061 -0.62355 -3.98204 0.39
H 1.99007 2.87150 3.81709 0.28
H 1.43817 -5.50760 -0.86324 -0.07
H 0.07133 -2.14950 3.48979 -0.22
H 4.80269 0.64943 0.90959 -0.10
H -2.21011 -4.88077 -0.38140 0.45
H 0.07672 1.32141 1.21942 -1.16
H -1.98399 2.44201 -6.17636 0.11
H -0.62311 -1.47037 0.41873 -0.73
H -0.27624 -5.23100 3.15631 -0.55
H 5.50450 -0.39214 -1.02168 0.09
H -5.02093 4.90461 -2.94650 0.38
H 4.27446 -2.70580 -2.10832 -0.67
H 2.12438 -1.21800 4.43287 -0.71
H 0.42666 -5.16930 -3.07207 -0.09
H 4.12973 -5.35364 -2.89709 0.27
H 0.15643 4.79724 2.68931 0.41
H -1.92418 -2.38576 2.32497 -0.91
H 1.53715 -1.49967 -0.89614 -0.61
H -5.32396 -0.56774 2.69328 0.33
H 3.01351 3.46189 -2.02136 -0.13
H 1.08595 0.08178 8.95777 0.38
H -3.77741 -1.32007 -1.91257 0.44
H -3.61782 3.77673 1.99747 -0.25
H 5.70943 0.65255 -3.09777 0.63
H 6.99911 1.88589 -1.57114 0.33
H -0.18373 -7.29404 4.56238 0.38
H 2.71382 0.67121 6.90802 0.38
H -1.09205 -1.79537 -2.51305 -0.89
H -3.73218 -2.76551 2.43460 0.24
H 2.63203 -2.89251 4.82213 0.39
H -0.45049 -6.56159 -2.59571 0.49
H -0.27093 2.57376 3.57028 -0.77
H 4.14111 4.00319 3.28220 0.42
H -2.19596 -3.32355 -1.14419 -0.30
H 2.11496 4.88490 0.37785 0.15
H -1.85750 -7.59709 4.21552 0.34
H 4.37119 0.19427 3.15264 0.48
H 0.24173 -0.11830 -2.36640 -1.13
H 1.94171 -3.85319 -5.58529 0.36
H 0.23603 -3.20382 -1.03466 -0.86
H -0.66506 -0.71058 -4.50948 -0.59
H 2.71807 -1.61418 2.16561 -0.87
H -1.39469 5.37110 3.14888 0.29
H 4.29764 1.68477 -2.91454 0.18
H -3.20340 2.02094 -1.36487 -0.72
H -2.33787 -0.01887 3.09695 -0.30
H 3.63105 0.36303 4.77013 0.19
H -1.44500 3.49357 4.58348 0.56
```

E_tot = -101195.724 eV
Net charge = 0
Molecular weight = 1153.7 g/mol
Max |F| = 0.077 Eh/bohr
Energy above the lowest of the compared OMol25 structures with the same formula, charge and spin = 17.9 kcal/mol